The following is a quantum chemistry calculation of 6 unconnected molecules or ions with the total composition C30H49F15O10Si, from OMol25.

The HOMO-LUMO gap comes out at 11.06 eV.

Geometry (Å):
C (-3.56789, 2.55698, 2.90086)
C (-4.42924, 2.35162, 1.65126)
C (-4.87986, 0.91076, 1.36951)
C (-3.77274, -0.09999, 0.98396)
C (-3.56979, -1.29515, 1.93143)
C (-2.76409, -1.06665, 3.22073)
C (-1.24818, -1.25542, 3.04270)
C (-0.53713, -0.06226, 2.37498)
C (0.14840, -0.36697, 1.03961)
C (0.70146, 0.90098, 0.36177)
Si (-0.58806, 1.79849, -0.65126)
H (-3.54620, 3.61168, 3.19384)
H (-3.97328, 1.98735, 3.74764)
H (-2.53105, 2.24171, 2.74646)
H (-3.87948, 2.71241, 0.76976)
H (-5.32211, 2.98588, 1.72939)
H (-5.59526, 0.96175, 0.53830)
H (-5.44836, 0.53031, 2.23255)
H (-4.01833, -0.51672, -0.00153)
H (-2.81993, 0.43764, 0.84419)
H (-4.56406, -1.68906, 2.18412)
H (-3.07179, -2.09945, 1.36960)
H (-3.12499, -1.75022, 3.99427)
H (-2.94114, -0.05247, 3.60167)
H (-0.79776, -1.46283, 4.02394)
H (-1.08195, -2.15972, 2.43289)
H (0.19731, 0.37626, 3.06527)
H (-1.28855, 0.72051, 2.19716)
H (-0.59452, -0.86060, 0.39204)
H (0.94881, -1.10252, 1.19321)
H (1.56061, 0.67051, -0.27839)
H (1.06323, 1.59701, 1.13427)
H (-1.33502, 0.82507, -1.48352)
H (-1.55599, 2.50423, 0.22303)
H (0.01549, 2.80336, -1.55841)
C (0.49633, -6.29063, 3.89433)
C (-0.52448, -6.98891, 4.75856)
O (-1.44541, -6.03208, 5.34139)
C (-2.42132, -5.63095, 4.55337)
O (-2.64424, -5.96579, 3.42897)
C (-3.36512, -4.67797, 5.32947)
F (-2.68410, -3.75309, 6.00515)
F (-4.10100, -5.37361, 6.19570)
F (-4.17795, -4.06773, 4.48406)
H (1.03941, -5.54057, 4.46923)
H (1.21259, -7.02100, 3.52366)
H (0.02089, -5.81184, 3.03854)
H (-0.07063, -7.47519, 5.61814)
H (-1.10319, -7.71677, 4.19188)
C (-2.36028, -0.10731, -4.44653)
C (-1.69659, 1.23323, -4.65931)
O (-1.43595, 1.46668, -6.06719)
C (-2.45313, 1.91510, -6.77583)
O (-3.56002, 2.16426, -6.40526)
C (-2.00544, 2.13862, -8.24268)
F (-1.29122, 1.11599, -8.70511)
F (-1.24223, 3.23692, -8.31449)
F (-3.05362, 2.31159, -9.02741)
H (-1.75074, -0.90657, -4.86804)
H (-2.47359, -0.28614, -3.37741)
H (-3.34776, -0.13256, -4.90537)
H (-0.71344, 1.27763, -4.19771)
H (-2.30699, 2.05170, -4.27991)
C (1.23653, 2.28579, 8.28361)
C (1.00978, 1.94318, 6.83000)
O (2.06347, 2.49636, 5.99809)
C (3.17822, 1.80178, 5.91196)
O (3.43167, 0.73871, 6.39713)
C (4.19115, 2.55313, 5.01045)
F (4.23640, 3.84880, 5.27784)
F (3.83051, 2.39626, 3.73144)
F (5.40395, 2.04098, 5.15928)
H (1.31347, 3.36480, 8.41481)
H (0.39354, 1.92614, 8.87353)
H (2.14298, 1.81416, 8.66084)
H (0.10509, 2.40121, 6.43866)
H (0.96668, 0.86676, 6.67001)
C (4.97530, -0.61233, 2.67495)
C (5.56517, -1.07564, 3.98696)
O (5.44364, -2.51410, 4.13144)
C (6.37753, -3.22346, 3.52883)
O (7.30652, -2.82886, 2.89145)
C (6.16114, -4.73006, 3.81987)
F (4.88714, -5.08356, 3.65245)
F (6.49907, -4.99974, 5.08304)
F (6.90537, -5.47154, 3.01899)
H (3.93198, -0.92206, 2.59481)
H (5.02202, 0.47395, 2.61386)
H (5.52484, -1.02708, 1.83034)
H (5.03243, -0.67330, 4.84527)
H (6.61963, -0.81503, 4.06741)
C (-0.84373, 3.80825, -11.70231)
C (0.56568, 3.41509, -11.32921)
O (1.30669, 2.96778, -12.49313)
C (1.83085, 3.91632, -13.24474)
O (1.77971, 5.09807, -13.08103)
C (2.61036, 3.27685, -14.42264)
F (1.91575, 2.30161, -15.00219)
F (3.75547, 2.75784, -13.96988)
F (2.89784, 4.18774, -15.33664)
H (-1.35412, 2.97911, -12.19263)
H (-1.39557, 4.06789, -10.79963)
H (-0.84751, 4.67082, -12.36737)
H (0.58516, 2.55829, -10.66035)
H (1.10885, 4.24160, -10.87309)

Forces on atoms 1 to 2 (eV/Å):
C -0.11 -0.09 0.05
C 0.08 0.04 -0.17

***

The following is a quantum chemistry calculation of a molecular structure, AgH10O6 in a non-equilibrium geometry, from OMol25.

The HOMO-LUMO gap (spin up / spin down) comes out at 8.15 / 7.01 eV. Its expectation value of S² is 0.762. Its multiplicity is 2.

Geometry (Å):
Ag (-0.26191, 0.24119, 0.19346)
O (-0.95853, 0.47950, 2.27217)
H (-0.36788, 0.96679, 2.84486)
O (-0.51096, 2.25255, -0.47695)
H (0.13222, 2.27043, -1.19161)
O (0.45222, -0.32778, -1.96327)
H (-0.15408, 0.22100, -2.48400)
H (0.75913, -1.01242, -2.57108)
O (0.60051, -1.85755, 0.77466)
H (0.62980, -2.17782, 1.68580)
H (0.98929, -2.55733, 0.23771)
O (-2.19024, -0.71977, -0.67547)
H (-2.80886, -0.08262, -0.28467)
H (-2.74508, -1.33187, -1.17720)
O (1.89480, 0.91288, 0.88475)
H (2.57620, 1.22932, 0.27752)
H (1.96335, 1.49352, 1.65331)

Forces on atoms 1 to 2 (eV/Å):
Ag -0.23 1.12 1.52
O -0.10 -0.60 -0.96

***

The following is a quantum chemistry calculation of a molecular structure, C5H10IN2 in a non-equilibrium geometry, from OMol25.

The HOMO-LUMO gap comes out at 8.99 eV. As for the net charge: +1.

Geometry (Å):
C (0.60324, 1.01650, 1.75501)
C (0.24052, -1.24134, 0.43679)
C (0.17496, 1.85908, 0.53806)
C (-0.49417, -0.23968, -0.39911)
C (1.15335, -0.05570, 0.78370)
N (-1.18574, -1.07499, -2.14319)
N (0.51303, 0.70600, -0.32232)
I (0.27017, -2.13759, -3.17658)
H (1.34617, 1.48092, 2.39460)
H (-0.23133, 0.66470, 2.35881)
H (-0.33265, -1.71859, 1.22719)
H (0.77769, -2.00248, -0.12921)
H (-0.87515, 2.15016, 0.48843)
H (0.80596, 2.71818, 0.32618)
H (-1.96379, -1.69069, -1.90095)
H (-1.52917, 0.05235, -0.27061)
H (2.23096, -0.18535, 0.75884)
H (-1.50407, -0.30146, -2.72564)

Forces on atoms 1 to 2 (eV/Å):
C 0.24 0.12 0.42
C 0.16 -0.59 0.18

***

The following is a quantum chemistry calculation of a molecular structure, C36H31BHoN10OPS in a non-equilibrium geometry, from OMol25.

The HOMO-LUMO gap (spin up / spin down) comes out at 5.94 / 7.97 eV. Its expectation value of S² is 8.782. Its multiplicity is 6. As for the net charge: +1.

Geometry (Å):
Ho (0.93229, 0.12025, -0.42193)
C (-1.88103, -3.33074, 0.82389)
C (-1.50144, -1.99548, 0.90711)
N (-0.64944, -1.67991, -0.06557)
N (-0.46081, -2.81104, -0.79286)
C (-1.18577, -3.81396, -0.26685)
B (0.53398, -2.90603, -2.00127)
N (1.98036, -2.76047, -1.45562)
C (2.90048, -3.68519, -1.14334)
C (4.00639, -3.04830, -0.61357)
C (3.67318, -1.70263, -0.61935)
N (2.44797, -1.52182, -1.12628)
N (0.22980, -1.72650, -2.97774)
C (0.05285, -1.82327, -4.30607)
C (-0.34200, -0.59269, -4.78938)
C (-0.36895, 0.22179, -3.66204)
N (-0.01449, -0.45575, -2.57176)
N (0.27354, -4.20041, -2.74543)
C (-0.93520, -4.58998, -3.24250)
C (-0.74179, -5.72764, -3.97452)
C (0.64680, -5.96905, -3.87826)
N (1.25244, -5.05057, -3.15043)
H (-2.55675, -3.87092, 1.46558)
H (-1.80414, -1.25578, 1.63439)
H (-1.15345, -4.80680, -0.68526)
H (2.72196, -4.72411, -1.35256)
H (4.92462, -3.50114, -0.27702)
H (4.26027, -0.85776, -0.29989)
H (0.20622, -2.75474, -4.82749)
H (-0.57842, -0.32501, -5.80609)
H (-0.65272, 1.25739, -3.59042)
H (-1.83420, -4.02446, -3.04271)
H (-1.48388, -6.30658, -4.49980)
H (1.22251, -6.77517, -4.31132)
O (1.41214, -0.35635, 1.66875)
C (1.40509, 0.55372, 2.56312)
C (0.83104, 0.74311, 3.86387)
C (0.39904, -0.08913, 4.90206)
C (-0.10464, 0.53319, 6.03768)
C (-0.19215, 1.92190, 6.14926)
C (0.21816, 2.75430, 5.10047)
C (0.71195, 2.14515, 3.97454)
P (1.31468, 2.48145, 2.28934)
C (-0.10552, 2.67694, 1.19663)
C (-0.33660, 3.79926, 0.38255)
C (-1.42668, 3.84421, -0.46342)
C (-2.29827, 2.75825, -0.56799)
C (-2.10135, 1.64993, 0.24505)
C (-1.03214, 1.60326, 1.13223)
C (2.24904, 4.04114, 2.39527)
C (1.54861, 5.22884, 2.60984)
C (2.24397, 6.41722, 2.78083)
C (3.63210, 6.42141, 2.75563)
C (4.32893, 5.23306, 2.58792)
C (3.64147, 4.04322, 2.40592)
H (0.46585, -1.16814, 4.83170)
H (-0.43557, -0.07576, 6.87051)
H (-0.58659, 2.35913, 7.05787)
H (0.13651, 3.83271, 5.17942)
H (0.34809, 4.63619, 0.40396)
H (-1.59103, 4.72941, -1.06672)
H (-3.14364, 2.79343, -1.24293)
H (-2.80701, 0.82833, 0.21771)
H (-0.98339, 0.80975, 1.86739)
H (0.46754, 5.22647, 2.67996)
H (1.69922, 7.33831, 2.95043)
H (4.17274, 7.35100, 2.88474)
H (5.41165, 5.23211, 2.59850)
H (4.18433, 3.11635, 2.28129)
C (3.27663, 6.15971, -2.24331)
C (2.57838, 4.84921, -2.06224)
C (1.45701, 4.49681, -2.82225)
C (0.87956, 3.27440, -2.58568)
N (1.34320, 2.41796, -1.66865)
C (2.43793, 2.83596, -0.99173)
S (3.04960, 1.71898, 0.17947)
N (3.05614, 4.00597, -1.14842)
H (3.62388, 6.25919, -3.27472)
H (4.12757, 6.22291, -1.56909)
H (2.59564, 6.99162, -2.04763)
H (1.04984, 5.16642, -3.56878)
H (-0.00261, 2.97483, -3.13349)

Forces on atoms 1 to 2 (eV/Å):
Ho 0.03 0.38 -0.75
C -0.02 -0.06 0.02